The following is a quantum chemistry calculation of a structure of composition C31H70I2NbO9P2 at a distorted geometry, from the OMol25 dataset.

The value obtained for the total energy is -3235.0300 Ha. As for the largest force on an atom: 0.1504 Eh/bohr. As for the total charge: -1. As for the orbital gap: 5.6530 eV. The value obtained for the LUMO energy is 0.61 eV.

Geometry as XYZ:
```
115
Properties=species:S:1:pos:R:3:forces:R:3:lowdin_charge:R:1
I -1.2386 5.9463 -1.3024 0.10 -0.26 0.42 0.672
I -1.0247 3.5103 -6.0338 -0.10 0.26 -0.09 0.627
Nb -0.9568 2.2244 -0.9636 -0.77 -0.85 -0.88 1.621
P 5.0625 -7.0674 -2.8760 -6.46 -3.77 1.95 0.642
P -6.9489 4.5807 7.1212 7.16 2.88 -0.53 0.634
O -6.8547 3.6953 5.7320 -3.08 -0.22 1.90 -0.231
O 6.1225 -8.3138 -2.6054 1.42 2.90 -1.18 -0.235
O -7.5016 5.3505 8.2905 -3.05 -2.25 -1.14 -0.224
O 4.4929 -5.6877 -3.0525 3.89 0.49 -0.69 -0.209
O 4.2236 -7.8931 -4.0239 0.74 0.29 0.03 -0.225
O 4.2208 -7.4723 -1.5173 0.75 0.03 -0.09 -0.247
O -6.1639 5.8377 6.3945 -0.54 -0.34 -0.21 -0.244
O -3.3009 1.4967 2.5894 1.42 3.18 -0.22 -0.169
O -5.6932 3.7978 7.8359 -0.75 -0.16 -0.12 -0.223
C -1.1793 1.5600 1.2243 -0.92 1.84 1.19 -0.307
C 4.8917 -10.4601 -2.7598 -0.41 0.24 -0.13 -0.074
C 4.1900 1.3410 -3.3693 0.61 -0.17 0.43 -0.218
C -4.4667 3.2517 5.2038 0.17 0.33 0.54 -0.062
C -0.3531 4.2853 -0.1626 0.11 0.04 0.45 -0.879
C 2.2843 -1.9437 -2.4512 -0.96 0.31 0.08 -0.193
C 2.5877 -0.5902 -3.1567 0.17 -0.51 0.71 -0.222
C -1.7615 0.1888 -1.5765 -0.52 -0.21 0.40 -0.360
C -0.5107 2.8525 -3.1132 0.01 0.41 -0.27 -0.481
C 5.3878 2.3919 -1.3648 0.27 0.09 -0.30 -0.127
C 2.0390 3.4963 0.6086 0.22 -0.33 -0.67 -0.159
C -2.4517 2.2817 1.7985 0.72 -4.27 -0.48 -0.390
C -0.8002 -0.5705 -2.5575 -0.02 0.68 0.60 -0.315
C -5.9752 2.7734 8.7835 0.03 -0.27 0.18 -0.288
C -0.2766 -1.9016 -1.9719 -0.64 -0.32 -1.04 -0.229
C -2.8718 2.1994 -4.0227 0.63 0.58 -0.51 -0.223
C 4.4862 -7.6123 -5.3960 0.01 -0.01 -0.34 -0.283
C 5.8524 -8.1164 -5.8276 0.08 0.09 0.11 -0.082
C -5.8021 3.8009 4.7591 0.54 -0.10 -1.12 -0.253
C 0.8649 -2.5120 -2.8320 0.53 -0.09 0.91 -0.206
C -6.5571 1.5352 8.1241 -0.13 0.07 -0.05 -0.081
C -6.6840 7.1639 6.4908 0.14 0.21 0.27 -0.291
C -5.8912 7.9675 7.5033 0.23 0.08 0.00 -0.078
C 5.5454 1.9099 -2.8314 -1.24 0.43 0.04 -0.261
C -3.8641 1.7745 1.1198 -0.50 1.49 0.42 -0.093
C 3.8677 -6.4646 -0.5635 -0.39 0.23 -0.01 -0.284
C 1.1835 4.5769 -0.1057 -0.31 0.58 0.93 -0.430
C 5.7849 -9.5399 -1.9553 0.24 -0.86 0.57 -0.275
C -1.7458 3.2601 -3.9451 0.19 -0.76 0.46 -0.816
C 2.4044 -6.0970 -0.7036 -0.21 -0.13 0.04 -0.072
C 4.0904 -0.2152 -3.2311 -0.77 0.95 -0.95 -0.202
H -6.3841 8.9171 7.7205 0.01 0.00 -0.03 0.074
H 2.0933 0.1933 -2.5537 0.10 -0.29 -0.36 0.068
H -1.8529 -0.4288 -0.6580 -0.04 0.38 -0.30 0.025
H -4.8607 1.6245 1.5719 -0.12 -1.09 -1.38 0.088
H 3.0794 -2.6995 -2.5726 -0.27 0.30 -0.27 0.096
H 6.7398 -10.0483 -1.7974 0.13 0.26 -0.18 0.118
H 4.6892 -0.5836 -2.3821 -0.40 0.12 -0.11 0.107
H -5.7088 4.8192 4.3872 -0.09 0.07 0.30 0.113
H -6.6907 0.7380 8.8572 0.00 0.03 0.01 0.076
H -4.0862 2.8958 0.9506 -0.16 -0.24 1.01 0.051
H -4.8914 8.1766 7.1168 -0.04 0.03 -0.02 0.074
H 5.7696 2.8094 -3.4319 0.41 -0.50 0.14 0.096
H -2.7975 0.2601 -1.9577 0.46 -0.09 0.06 0.023
H 0.7383 1.5426 -0.9063 0.44 -0.19 -0.16 -0.065
H 5.3784 -9.3617 -0.9615 -0.13 0.23 -0.14 0.111
H 5.0721 1.5807 -0.6884 0.29 0.22 -0.19 0.074
H 6.3409 2.8436 -1.0384 -0.33 -0.35 0.19 0.063
H 4.0539 -6.8741 0.4323 0.05 -0.15 -0.09 0.115
H 6.3322 1.1416 -2.9119 -0.11 0.47 -0.10 0.097
H -3.4946 2.4235 -4.9030 -0.09 -0.12 0.53 0.039
H 2.9334 3.9194 1.0974 -0.36 0.05 -0.22 0.065
H -2.4150 1.2111 -4.1880 -0.28 0.26 0.23 0.055
H 2.1662 -5.2093 -0.1153 0.01 -0.02 0.01 0.080
H 6.6485 -7.5874 -5.2950 0.01 0.00 -0.07 0.071
H 4.0139 1.6339 -4.4201 0.18 -0.20 0.36 0.109
H -0.7653 4.4008 0.8578 0.17 0.28 -0.44 -0.017
H 4.6260 3.1868 -1.2763 0.22 -0.35 -0.22 0.061
H -3.9851 3.9093 5.9289 -0.08 -0.03 0.04 0.076
H 2.2124 -1.7174 -1.3677 0.33 -0.27 -0.37 0.105
H -3.7961 3.1602 4.3488 -0.22 -0.09 -0.12 0.063
H 3.7118 -8.1175 -5.9749 -0.07 0.00 0.16 0.119
H -4.5753 2.2689 5.6621 0.00 -0.03 -0.12 0.075
H 2.3794 2.7744 -0.1518 -0.06 0.14 0.48 0.015
H -5.0293 2.5195 9.2643 0.04 0.15 -0.08 0.118
H -6.1443 3.2070 3.9084 -0.27 -0.09 0.22 0.119
H -0.4100 1.9747 1.9064 0.13 -0.59 -0.27 0.026
H 1.5600 4.8165 -1.1128 -0.03 -0.33 0.31 0.068
H 1.7759 -6.9210 -0.3582 0.01 0.04 0.04 0.074
H -5.7584 7.4201 8.4363 -0.23 -0.05 -0.02 0.073
H -0.0189 -1.8298 -0.8996 0.17 0.19 -0.49 0.107
H 2.1300 -5.9090 -1.7415 0.21 0.14 -0.01 0.070
H 1.3007 5.5079 0.4898 -0.04 -0.24 -0.44 0.077
H 0.6468 -2.3518 -3.9040 0.12 -0.10 0.39 0.105
H 1.4929 2.9096 1.3619 0.02 0.35 -0.23 0.044
H 0.0342 2.0900 -3.6988 -0.13 0.14 0.44 0.011
H -5.9092 1.1769 7.3250 0.03 0.00 0.04 0.071
H 4.5049 -5.5869 -0.6709 -0.06 -0.02 -0.12 0.104
H 3.8671 -10.0910 -2.7964 0.04 0.03 -0.04 0.075
H 5.2493 -10.5613 -3.7846 0.05 -0.03 0.04 0.068
H -6.6474 3.1546 9.5578 0.01 0.05 -0.03 0.107
H 4.8673 -11.4503 -2.3000 0.15 0.06 0.08 0.080
H 3.3897 1.8422 -2.7919 0.20 -0.37 -0.20 0.094
H 0.8513 -3.6016 -2.6377 0.16 0.36 -0.24 0.086
H -2.6909 2.8674 -1.0410 -0.02 0.27 -0.22 -0.068
H -1.1241 -2.6182 -2.0210 0.27 0.32 0.18 0.106
H 4.3906 -6.5394 -5.5829 -0.02 0.00 0.06 0.111
H -6.5973 7.6234 5.5033 0.07 -0.14 -0.05 0.116
H -1.3669 0.4879 1.3633 0.28 0.32 0.02 0.042
H -7.7443 7.1497 6.7438 0.06 -0.06 0.10 0.102
H -7.5315 1.7541 7.6767 0.00 -0.06 0.04 0.071
H -2.1516 4.2439 -3.6773 0.26 -0.31 -0.14 0.002
H 2.1029 -0.5829 -4.1508 0.42 0.10 0.27 0.118
H -3.4354 2.2468 -3.0790 0.10 -0.23 -0.38 0.035
H 4.5177 -0.6336 -4.1639 0.03 -0.09 0.57 0.108
H 0.1677 3.7309 -3.0422 -0.21 -0.40 -0.08 0.010
H 5.9662 -9.1773 -5.6055 -0.04 0.00 -0.04 0.067
H 0.0547 0.0894 -2.7800 -0.24 -0.42 -0.10 0.028
H -2.3694 3.3633 2.0283 -0.36 -0.62 -0.17 0.120
H 5.9973 -7.9604 -6.8976 -0.02 0.02 0.01 0.078
H -1.3219 -0.7576 -3.5145 0.30 -0.03 0.29 0.101
```
Positions in Å, forces in eV/Å.